Entry from OMol25: a molecular structure, C5H11BOS2 (ωB97M-V/def2-TZVPD).

The geometry in XYZ format:
```
20
Properties=species:S:1:pos:R:3:nbo_charge:R:1
B 0.919 -0.368 0.470 0.42
C 0.409 0.847 2.771 -0.48
C 1.940 1.016 2.477 -0.53
C -1.523 -1.673 -1.288 -0.64
C -0.784 0.675 -2.237 -0.65
C -0.369 -0.781 -2.043 0.12
O 0.777 -0.990 -1.425 -0.66
S -0.279 -0.534 1.724 0.04
S 2.288 0.814 0.693 0.07
H 0.274 0.723 3.807 0.23
H -0.254 1.682 2.472 0.22
H 2.278 2.054 2.739 0.24
H 2.390 0.226 3.063 0.22
H -1.572 -1.328 -0.281 0.19
H -2.381 -1.645 -1.921 0.21
H -1.036 -2.702 -1.136 0.21
H -1.716 0.786 -2.828 0.21
H -0.100 1.294 -2.781 0.21
H -1.016 1.191 -1.304 0.20
H -0.244 -1.288 -2.971 0.17
```

* spin multiplicity: 1
* HOMO level: -8.8 eV
* LUMO level: 0.262 eV
* charge: 0
* energy above the lowest of the compared OMol25 structures with the same formula, charge and spin: 51.2 kcal/mol